No. 1
19
Properties=species:S:1:pos:R:3 method="wB97M-V/def2-TZVPD" e_lumo_ev=2.705 total_charge=-1 homo_ev=-2.45
C 1.93 1.54 1.01
O 1.43 1.64 2.22
C 0.89 2.01 -0.27
C 0.09 0.80 -0.74
C -1.30 0.53 -0.07
N -1.27 0.65 1.37
H 2.95 2.03 0.92
H 2.18 0.49 0.69
H 0.32 2.91 0.02
H 1.49 2.41 -1.09
H -0.14 1.11 -1.81
H 0.59 -0.15 -1.05
H -1.60 -0.49 -0.36
H -2.12 1.17 -0.35
H -1.21 1.58 1.76
H -0.40 0.30 1.78
H -1.36 -6.62 -1.99
H -1.22 -5.47 -0.98
O -1.24 -6.43 -1.06

***

No. 2
19
Properties=species:S:1:pos:R:3 method="wB97M-V/def2-TZVPD" e_lumo_ev=3.863 total_charge=-1 homo_ev=-2.54
C 1.54 0.58 -0.03
C 0.11 0.72 0.51
C -0.47 2.10 0.24
N -0.72 -0.44 0.18
C -0.69 -0.97 -1.24
O -1.74 -1.77 -1.44
H 1.49 0.41 -1.11
H 2.07 1.53 0.09
H 2.11 -0.25 0.39
H 0.24 0.66 1.59
H -0.45 2.44 -0.81
H -1.50 2.13 0.59
H 0.07 2.86 0.82
H -1.69 -0.28 0.40
H -0.76 -0.10 -1.95
H 0.30 -1.47 -1.31
H -0.31 -3.41 0.83
H 0.02 -1.91 1.09
O 0.37 -2.83 1.17

***

No. 3
19
Properties=species:S:1:pos:R:3 method="wB97M-V/def2-TZVPD" e_lumo_ev=4.126 total_charge=-1 homo_ev=-3.38
C 0.21 -1.17 -0.13
N 1.52 -0.72 1.00
C 1.43 0.71 1.09
O 0.36 1.30 1.84
C 0.40 -0.46 -1.49
C -0.74 0.57 -1.51
H -0.84 -1.04 0.19
H 0.34 -2.25 -0.22
H 0.65 -1.13 1.14
H 1.39 1.13 0.08
H 2.31 1.03 1.63
H 1.36 0.03 -1.59
H 0.30 -1.33 -2.16
H -0.77 0.82 -0.45
H -1.70 0.08 -1.63
H -0.63 1.47 -2.11
H -0.40 0.68 1.76
H -2.86 0.04 1.67
O -2.34 0.25 0.89

***

No. 4
19
Properties=species:S:1:pos:R:3 method="wB97M-V/def2-TZVPD" e_lumo_ev=4.184 total_charge=-1 homo_ev=-3.46
C -1.42 0.11 -0.61
O -0.49 0.90 -1.33
C -1.16 -1.44 -0.14
C -0.14 -1.57 0.98
C 1.10 -0.65 0.93
N 1.66 -0.64 -0.40
H -1.69 0.59 0.32
H -2.31 -0.06 -1.28
H -2.17 -1.86 0.04
H -0.80 -1.89 -1.10
H -0.80 -1.30 1.84
H 0.08 -2.63 1.17
H 1.80 -0.95 1.73
H 0.88 0.32 1.42
H 0.92 -0.08 -0.90
H 2.35 0.17 -0.28
H 1.22 2.69 0.25
H -0.11 2.13 -0.35
O 0.27 2.66 0.45

***

No. 5
19
Properties=species:S:1:pos:R:3 method="wB97M-V/def2-TZVPD" e_lumo_ev="-2.940 / -2.948" multiplicity=2 homo_ev="-8.39 / -8.40"
C -1.32 -0.62 0.76
O -2.28 0.50 0.70
C 0.01 -0.45 -0.03
C 0.60 0.88 -0.51
C 1.87 0.85 0.19
N 2.74 -0.18 -0.39
H -0.97 -0.82 1.88
H -1.86 -1.53 0.41
H 0.91 -0.94 0.60
H -0.03 -1.07 -0.91
H 0.98 0.88 -1.53
H 0.07 1.84 -0.13
H 1.53 0.68 1.26
H 2.42 1.78 0.32
H 1.15 -1.47 1.21
H 3.63 0.18 -0.04
H -2.71 0.06 -0.66
H -3.86 -0.19 -1.54
O -2.88 -0.39 -1.56

***

No. 6
19
Properties=species:S:1:pos:R:3 method="wB97M-V/def2-TZVPD" e_lumo_ev="0.618 / 0.613" multiplicity=2 homo_ev="-5.58 / -8.34"
C 1.00 1.86 0.37
C -0.30 1.12 0.22
C -1.52 1.64 0.31
C 0.50 -1.30 -0.31
N -0.37 -0.26 -0.30
H 1.33 2.33 -0.56
H 0.74 2.59 1.13
H 1.81 1.24 0.72
H -2.43 1.08 0.22
H -1.60 2.71 0.50
H 0.08 -2.28 -0.43
H 1.54 -1.20 -0.62
H -1.36 -0.46 -0.36
H 3.96 -0.76 0.94
H 4.78 -1.99 0.98
O 3.94 -1.66 0.62
H -4.02 -0.59 -1.66
H -4.13 -1.04 -0.22
O -3.48 -0.75 -0.87

***

No. 7
19
Properties=species:S:1:pos:R:3 method="wB97M-V/def2-TZVPD" e_lumo_ev=-3.045 total_charge=+1 homo_ev=-14.28
C 1.14 0.17 -0.39
C -0.11 0.74 0.30
C -1.33 1.19 -0.55
C -2.12 0.20 -1.33
O -1.72 -0.90 -1.61
N 0.96 -1.25 -0.76
H 1.31 0.81 -1.26
H 2.00 0.24 0.27
H -0.44 -0.03 0.97
H 0.17 1.63 0.84
H -1.94 1.76 0.13
H -1.02 1.91 -1.34
H -2.94 0.52 -1.99
H 0.01 -1.34 -1.22
H 1.00 -1.83 0.07
H 1.66 -1.59 -1.43
H 0.42 -0.40 3.07
H 1.70 -1.14 3.46
O 1.26 -0.69 2.76

***

No. 8
19
Properties=species:S:1:pos:R:3 method="wB97M-V/def2-TZVPD" e_lumo_ev=-5.988 total_charge=+1 homo_ev=-13.35
C -2.97 -0.73 1.49
C -1.70 -0.50 0.86
C -1.30 0.78 0.75
N 0.08 1.05 0.47
C 0.69 2.17 0.08
H -3.42 0.17 1.90
H -3.78 -1.18 0.91
H -2.82 -1.41 2.34
H -1.15 -1.45 0.62
H -1.84 1.67 1.00
H 0.54 0.15 0.29
H 1.13 2.05 -0.88
H 0.95 3.04 0.64
H 3.35 -0.88 -3.35
H 4.02 -0.01 -2.33
O 3.14 -0.28 -2.64
H 1.94 -1.04 -1.26
H 1.67 -2.26 -0.40
O 1.45 -1.34 -0.50

***

No. 9
19
Properties=species:S:1:pos:R:3 method="wB97M-V/def2-TZVPD" e_lumo_ev=-8.620 total_charge=+1 homo_ev=-13.19
O -0.06 -0.77 0.40
C 0.35 0.30 0.75
C 1.18 1.20 -0.04
C 1.42 0.98 -1.44
C 2.97 0.65 -1.53
N -2.99 -2.27 1.29
H 0.21 0.57 1.80
H 1.75 1.99 0.45
H 0.86 0.12 -1.81
H 1.25 1.83 -2.11
H 3.13 -0.30 -1.03
H 3.55 1.41 -1.00
H 3.30 0.62 -2.56
H -2.04 -2.38 1.59
H -3.55 -3.07 1.51
H -2.94 -2.27 0.28
H -3.42 0.80 1.45
H -2.37 -0.16 1.02
O -2.60 0.77 0.98

***

No. 10
20
Properties=species:S:1:pos:R:3 method="wB97M-V/def2-TZVPD" e_lumo_ev=0.635 smiles="CC(C)(N)[P@@](C)(=O)O" homo_ev=-8.94
C 1.33 0.42 -1.13
C 0.87 -1.90 0.09
C -1.64 1.65 -0.12
C 0.60 -0.35 -0.06
N 0.83 0.20 1.24
O -2.01 -0.80 1.01
O -1.90 -0.81 -1.56
P -1.35 -0.12 -0.36
H 0.99 0.30 -2.23
H 2.40 0.04 -1.30
H 1.27 1.52 -0.93
H 0.51 -2.10 1.06
H 0.53 -2.40 -0.82
H 1.96 -2.00 0.22
H -0.89 1.96 0.57
H -1.59 2.21 -1.15
H -2.63 1.84 0.27
H 1.44 -0.36 1.89
H 0.92 1.15 1.42
H -1.65 -0.43 1.86

***

No. 11
21
Properties=species:S:1:pos:R:3 method="wB97M-V/def2-TZVPD" e_lumo_ev=0.711 homo_ev=-8.67
C -0.55 2.85 -0.38
C -1.47 1.24 -2.06
C -1.46 1.72 -0.60
C -1.06 0.57 0.20
N 0.05 0.01 0.19
O 1.52 -1.72 1.68
O 3.04 -3.22 2.81
P 2.52 -3.03 1.29
S 0.92 -4.49 1.24
H 0.32 2.57 -1.01
H -0.84 3.70 -0.87
H -0.13 2.85 0.55
H -1.96 1.89 -2.70
H -2.06 0.35 -2.06
H -0.51 1.05 -2.68
H -2.50 2.06 -0.25
H -1.79 0.05 0.88
H 0.74 0.34 -0.51
H 1.66 -5.00 0.20
H 0.84 -1.46 0.89
H 2.73 -2.34 3.20

***

No. 12
20
Properties=species:S:1:pos:R:3 method="wB97M-V/def2-TZVPD" e_lumo_ev=3.515 total_charge=-1 homo_ev=-3.96
C -1.11 -0.34 0.42
O -1.62 -0.03 -0.84
C 0.40 -0.59 0.46
C 1.01 0.70 -0.14
C 1.52 1.66 0.97
O 1.36 3.03 0.64
N 0.72 -1.80 -0.33
H -1.35 0.52 1.09
H -1.72 -1.21 0.73
H 0.91 -0.71 1.44
H 1.88 0.58 -0.80
H 0.30 1.18 -0.84
H 0.96 1.54 1.89
H 2.61 1.59 1.14
H 0.94 3.25 -0.19
H 1.27 -1.58 -1.14
H -0.14 -2.30 -0.52
H -2.02 -1.07 -1.24
H -3.42 -2.17 -1.50
O -2.49 -2.23 -1.24

***

No. 13
20
Properties=species:S:1:pos:R:3 method="wB97M-V/def2-TZVPD" e_lumo_ev=-3.058 smiles=C[NH2+]C(O)(O)[C@H](C)O total_charge=+1 homo_ev=-15.59
C -1.52 0.51 -0.77
C 0.52 -2.06 -0.20
C -0.48 1.35 -0.10
C 0.30 0.31 0.88
N 1.06 -0.73 0.15
O 0.58 1.85 -1.04
O 1.56 1.08 1.46
O -0.46 -0.19 1.87
H -0.99 -0.29 -1.41
H -2.18 1.21 -1.46
H -2.22 0.22 -0.09
H -0.50 -2.08 0.24
H 0.45 -2.11 -1.28
H 1.15 -2.87 0.16
H -0.92 2.19 0.37
H 1.12 -0.25 -0.76
H 2.02 -0.77 0.52
H 0.07 2.08 -1.81
H 1.53 1.85 0.86
H -0.30 0.17 2.76

***

No. 14
20
Properties=species:S:1:pos:R:3 method="wB97M-V/def2-TZVPD" e_lumo_ev=-8.732 total_charge=+1 homo_ev=-14.28
C 2.68 1.16 0.17
C 1.71 -0.03 0.17
C 0.76 -0.01 -0.93
C -0.62 -0.36 -0.72
O -4.03 -0.04 -0.65
O -1.52 -0.35 -1.53
N 2.57 -1.25 -0.01
H 2.08 2.09 0.26
H 3.32 1.17 -0.69
H 3.17 1.19 1.15
H 1.18 -0.11 1.13
H 0.99 0.58 -1.82
H -0.97 -0.62 0.29
H -3.27 -0.27 -1.23
H -4.79 -0.27 -1.19
H 2.51 -1.93 0.75
H 2.45 -1.80 -0.86
H -2.59 0.52 2.64
H -3.23 0.16 1.28
O -2.40 0.16 1.77

***

No. 15
19
Properties=species:S:1:pos:R:3 method="wB97M-V/def2-TZVPD" e_lumo_ev=3.401 total_charge=-1 homo_ev=-2.95
N 1.12 -1.64 -1.71
C -0.13 -1.89 -0.88
O 0.13 -1.78 0.42
H 1.86 -1.90 -1.06
H 1.20 -2.33 -2.46
H -0.84 -1.10 -1.25
H -0.53 -2.88 -1.20
C 1.14 1.05 0.75
C 0.25 1.93 -0.11
S -1.39 2.25 0.63
C -1.82 0.63 1.26
H 2.16 1.05 0.35
H 0.71 0.03 0.71
H 1.18 1.39 1.79
H 0.09 1.43 -1.06
H 0.64 2.93 -0.31
H -2.91 0.56 1.29
H -1.44 -0.16 0.62
H -1.41 0.44 2.24

***

No. 16
19
Properties=species:S:1:pos:R:3 method="wB97M-V/def2-TZVPD" e_lumo_ev=-4.142 total_charge=+1 homo_ev=-13.04
C -2.56 1.35 -0.21
C -2.28 -0.02 -2.12
C 1.38 -1.28 1.96
C 3.07 -0.29 0.17
N -1.89 0.64 -1.15
O 0.61 0.46 0.04
S 1.69 0.33 1.09
H -2.62 2.47 -0.46
H -3.59 1.07 -0.22
H -1.98 1.18 0.75
H -1.52 -0.42 -2.72
H -3.44 -0.04 -2.35
H -0.81 0.50 -1.01
H 0.54 -1.02 2.51
H 2.25 -1.40 2.61
H 1.12 -2.16 1.26
H 3.41 0.38 -0.73
H 2.71 -1.24 -0.37
H 3.89 -0.51 0.94

***

No. 17
19
Properties=species:S:1:pos:R:3 method="wB97M-V/def2-TZVPD" e_lumo_ev="-5.145 / -5.147" total_charge=+1 homo_ev="-10.20 / -10.20"
C -1.50 1.02 -2.45
C -0.34 -1.95 -0.07
C -1.14 1.75 -1.29
C 1.44 -0.46 1.38
N 1.84 -0.01 2.71
O -0.34 1.33 -0.36
S -0.32 -0.74 1.26
H -0.72 0.62 -3.04
H -2.03 0.01 -2.14
H -2.13 1.64 -3.00
H 0.51 -1.74 -0.81
H -1.34 -1.91 -0.58
H -0.30 -3.02 0.31
H -1.78 2.56 -1.00
H 1.73 0.18 0.59
H 1.95 -0.84 3.36
H 1.40 0.84 3.18
H 2.86 0.24 2.44
H 0.22 0.49 -0.49

***

No. 18
20
Properties=species:S:1:pos:R:3 method="wB97M-V/def2-TZVPD" e_lumo_ev="-2.095 / -1.829" homo_ev="-8.06 / -8.38"
C -0.43 -0.85 0.23
C 0.82 1.07 1.02
C -3.28 0.81 0.40
C 3.07 -1.66 -1.78
N -0.56 0.55 0.64
P -1.66 1.57 -0.22
S -1.58 3.33 0.71
S 2.51 -2.02 -0.04
H -0.41 -1.31 1.19
H -1.25 -1.05 -0.50
H 0.50 -1.26 -0.33
H 0.81 2.17 0.98
H 0.98 0.78 2.17
H 1.66 0.55 0.48
H -4.03 1.14 -0.34
H -3.24 -0.26 0.33
H -3.48 1.13 1.38
H 2.78 -2.46 -2.38
H 4.09 -1.56 -1.87
H 2.68 -0.67 -2.06

***

No. 19
18
Properties=species:S:1:pos:R:3 method="wB97M-V/def2-TZVPD" e_lumo_ev=-3.704 smiles=CSCCC[NH3+] total_charge=+1 homo_ev=-12.50
C 0.99 1.94 0.77
C 1.00 0.81 -0.20
C 0.57 -0.55 0.40
S -0.95 -1.28 -0.30
C -0.20 -1.90 -1.83
N -0.46 2.00 1.40
H 1.17 2.94 0.27
H 1.71 1.87 1.72
H 0.27 1.00 -0.92
H 1.97 0.80 -0.92
H 1.28 -1.34 0.41
H 0.51 -0.41 1.50
H 0.23 -1.10 -2.46
H 0.51 -2.71 -1.56
H -1.05 -2.12 -2.49
H -0.61 1.96 2.52
H -0.64 1.04 1.03
H -1.02 2.83 1.15

***

No. 20
18
Properties=species:S:1:pos:R:3 method="wB97M-V/def2-TZVPD" e_lumo_ev=-5.058 total_charge=+1 homo_ev=-12.54
C 0.05 2.34 -0.87
C -1.03 1.78 0.03
S -1.98 0.50 -0.87
H -0.38 2.84 -1.73
H 0.69 1.55 -1.27
H 0.66 3.06 -0.34
H -0.61 1.33 0.93
H -1.72 2.55 0.35
H -2.83 0.22 0.14
C 2.48 -2.46 1.54
C 0.67 -1.31 0.38
N 1.91 -1.52 0.56
H 2.82 -1.88 2.41
H 3.32 -2.97 1.09
H 1.71 -3.15 1.84
H -0.06 -1.85 0.97
H 0.34 -0.58 -0.36
H 2.55 -1.01 -0.03

***

No. 21
18
Properties=species:S:1:pos:R:3 method="wB97M-V/def2-TZVPD" e_lumo_ev=-5.010 total_charge=+1 homo_ev=-11.89
C 1.66 -0.53 2.95
C -0.44 -0.10 1.80
N 0.29 0.02 2.83
H 1.77 -1.02 3.91
H 2.38 0.26 2.78
H 1.75 -1.25 2.13
H -0.10 -0.66 0.93
H -1.46 0.27 1.83
H -0.04 0.59 3.61
C -1.06 -1.18 -2.02
S 0.24 0.07 -1.76
C -0.73 1.59 -1.81
H -1.34 -1.21 -3.07
H -1.93 -0.92 -1.42
H -0.63 -2.14 -1.76
H -0.09 2.38 -1.43
H -1.01 1.85 -2.83
H -1.66 1.48 -1.25

***

No. 22
18
Properties=species:S:1:pos:R:3 method="wB97M-V/def2-TZVPD" e_lumo_ev="-8.767 / -12.147" total_charge=+2 multiplicity=2 homo_ev="-20.15 / -21.22"
C -1.33 -2.65 0.18
C 0.84 -1.55 -0.25
N 0.15 -2.58 0.02
H -1.58 -3.32 0.99
H -1.78 -3.00 -0.76
H -1.68 -1.62 0.34
H 0.36 -0.60 -0.41
H 1.95 -1.61 -0.21
H 0.64 -3.46 0.00
C 0.36 2.83 1.26
S -0.66 1.53 0.36
C 0.14 1.67 -1.24
H 0.25 3.78 0.78
H 1.43 2.60 1.28
H 0.03 2.86 2.30
H -0.53 1.13 -1.97
H 0.25 2.74 -1.48
H 1.17 1.25 -1.20

***

No. 23
18
Properties=species:S:1:pos:R:3 method="wB97M-V/def2-TZVPD" e_lumo_ev="-8.907 / -12.331" total_charge=+2 multiplicity=2 homo_ev="-20.39 / -20.40"
C 0.50 2.04 -0.67
N -0.11 2.01 -1.80
H -0.10 2.27 0.19
H 1.57 1.87 -0.70
H 0.35 1.90 -2.70
H -1.12 1.91 -1.79
C -1.29 0.03 0.99
C 0.00 -0.38 0.24
C 0.28 -1.90 0.49
S 1.90 -2.42 -0.14
H -1.54 1.09 0.84
H -1.12 -0.11 2.07
H -2.14 -0.60 0.70
H -0.14 -0.22 -0.82
H 0.86 0.22 0.57
H -0.46 -2.56 0.01
H 0.23 -2.07 1.57
H 2.30 -3.08 0.96

***

No. 24
19
Properties=species:S:1:pos:R:3 method="wB97M-V/def2-TZVPD" e_lumo_ev="-0.077 / -2.296" multiplicity=2 homo_ev="-8.85 / -8.83"
N -0.69 -1.09 -0.81
C -1.28 -0.74 0.52
C -0.21 -0.87 1.61
C -1.95 0.67 0.55
S -3.36 0.79 -0.50
S 1.90 0.31 -0.53
C 3.46 0.98 -1.02
H -1.37 -0.72 -1.49
H -2.92 0.22 -2.18
H 0.22 -0.64 -1.01
H -1.91 -1.63 0.58
H 0.50 -1.67 1.39
H -0.77 -0.97 2.52
H 0.46 -0.01 1.67
H -2.42 0.67 1.54
H -1.14 1.40 0.46
H 3.38 1.46 -1.98
H 4.23 0.17 -1.06
H 3.86 1.68 -0.25

***

No. 25
19
Properties=species:S:1:pos:R:3 method="wB97M-V/def2-TZVPD" e_lumo_ev=-3.876 total_charge=+1 homo_ev=-12.38
C -3.99 -1.82 0.00
C 2.41 2.61 0.35
C -3.83 -0.57 0.37
C 1.05 2.04 -0.23
N 2.47 -2.36 -0.20
S -0.08 3.16 -0.74
S 0.82 0.43 -0.35
H -3.42 -2.17 -0.76
H -4.68 -2.49 0.45
H -1.15 2.31 -0.91
H 2.13 3.74 0.50
H 2.41 2.34 1.43
H 3.30 2.32 -0.20
H -3.03 0.08 -0.07
H -4.41 -0.07 1.17
H 1.79 -3.06 -0.35
H 2.78 -2.30 0.78
H 3.13 -2.81 -0.77
H 2.30 -1.38 -0.48

***

No. 26
18
Properties=species:S:1:pos:R:3 method="wB97M-V/def2-TZVPD" e_lumo_ev="-4.637 / -4.227" total_charge=+1 homo_ev="-12.10 / -12.33"
C -0.96 1.28 0.94
C -1.34 0.76 -1.53
C 3.02 -0.88 -0.61
C 0.20 -0.53 -0.07
N -1.04 0.25 -0.15
Se 1.85 0.24 0.08
H -0.35 2.12 0.80
H -1.86 1.83 1.01
H -0.58 0.89 1.94
H -0.68 1.58 -1.69
H -1.35 -0.01 -2.19
H -2.20 1.31 -1.72
H 4.00 -0.91 -0.39
H 0.38 -2.50 2.67
H 2.86 -1.72 -1.12
H -0.07 -1.53 -0.35
H -0.09 -1.85 2.43
H -1.78 -0.31 -0.03

***

Computed values of ΔE to the lowest compared entry with this formula, charge and spin (unit: eV) for the preceding records, in sequence: 1.9455; 0.6382; 4.1983; 0.9206; 7.8722; 0.6046; 1.0589; 3.7457; 4.8857; 0.2085; 2.0542; 1.0995; 2.3442; 5.2319; 1.4593; 2.3513; 5.3262; 4.6206; 1.9855; 1.2013; 1.2475; 0.6012; 1.1306; 2.4488; 2.5342; 4.3353.